No. 1
Molecular formula: C27H42O21
Method: DFT, ωB97M-V/def2-TZVPD

The geometry in XYZ format:
```
90
Properties=species:S:1:pos:R:3:mulliken_charge:R:1
C 0.652 2.099 0.317 -0.64
C 1.617 2.730 -0.617 0.82
C 1.769 2.038 -1.967 0.27
O 1.262 2.962 -2.880 -0.38
C 0.922 4.066 -2.249 0.56
O 0.580 5.131 -2.774 -0.65
O 1.140 3.957 -1.002 -0.47
H -0.390 2.037 -0.128 0.17
H 0.407 2.635 1.239 0.49
H 0.986 1.131 0.540 0.04
H 2.574 2.877 -0.126 -0.37
H 1.237 1.065 -2.048 -0.27
H 2.794 1.838 -2.121 0.42
C 4.161 5.206 3.647 -1.48
C 3.962 3.965 2.711 0.41
C 5.020 2.902 2.816 -0.27
O 4.145 1.762 3.129 -0.38
C 2.871 2.051 3.189 0.70
O 2.041 1.182 3.395 -0.54
O 2.745 3.366 3.073 -0.33
H 4.254 4.841 4.705 0.33
H 3.335 5.905 3.475 0.36
H 5.068 5.600 3.297 0.45
H 3.825 4.245 1.681 0.24
H 5.809 3.134 3.521 0.35
H 5.466 2.713 1.870 0.18
C -4.600 -2.939 -0.550 -1.22
C -5.512 -1.769 -0.757 0.93
C -6.394 -1.823 -2.043 -0.33
O -7.697 -1.966 -1.431 -0.33
C -7.746 -1.782 -0.215 0.65
O -8.758 -1.793 0.452 -0.61
O -6.499 -1.701 0.278 -0.39
H -3.968 -3.287 -1.388 0.25
H -5.134 -3.722 -0.156 0.51
H -3.956 -2.627 0.227 0.08
H -4.867 -0.846 -0.641 -0.01
H -6.046 -2.647 -2.717 0.25
H -6.303 -0.882 -2.552 0.30
C 1.489 -1.649 1.452 -1.33
C 0.497 -2.171 0.455 0.95
C -0.676 -2.864 1.097 -0.54
O -1.777 -2.052 0.735 -0.35
C -1.337 -1.051 -0.051 0.18
O -2.061 -0.188 -0.509 -0.75
O -0.066 -1.091 -0.241 0.34
H 1.908 -2.465 2.014 0.59
H 1.067 -0.839 2.136 0.21
H 2.278 -1.237 0.894 -0.14
H 1.049 -2.757 -0.233 0.04
H -0.584 -2.891 2.170 0.40
H -0.862 -3.875 0.748 0.35
C -2.790 2.588 1.951 -1.70
C -2.717 1.182 2.631 0.74
C -1.281 0.659 2.977 1.50
O -1.424 0.433 4.349 -0.41
C -2.624 0.575 4.744 0.53
O -3.045 0.361 5.884 -0.67
O -3.373 1.066 3.855 -0.38
H -3.822 2.808 1.858 0.50
H -2.423 2.574 0.970 0.32
H -2.257 3.311 2.467 0.45
H -3.144 0.523 1.987 0.15
H -0.428 1.282 2.720 -0.37
H -1.141 -0.260 2.421 -0.73
C -0.519 -0.978 -3.496 -1.02
C -1.224 -2.245 -3.836 0.56
C -0.275 -3.219 -4.605 -0.49
O -0.030 -4.216 -3.615 -0.40
C -0.821 -4.033 -2.529 0.55
O -0.863 -4.879 -1.596 -0.66
O -1.485 -2.950 -2.648 0.03
H 0.411 -1.187 -2.924 -0.24
H -1.103 -0.319 -2.878 0.32
H -0.210 -0.400 -4.368 0.51
H -2.153 -1.953 -4.357 0.31
H 0.671 -2.709 -4.940 0.29
H -0.808 -3.790 -5.381 0.30
C 2.858 -2.847 -2.649 -0.65
O 3.685 -2.389 -1.505 -0.38
C 4.097 -1.126 -1.424 0.89
O 3.970 -0.252 -2.525 -0.67
O 4.644 -0.731 -0.280 -0.34
C 4.946 0.633 -0.078 -0.38
H 3.446 -3.531 -3.237 0.42
H 2.514 -1.970 -3.243 0.28
H 2.031 -3.452 -2.376 0.16
H 5.339 0.728 0.935 0.18
H 4.028 1.222 -0.295 -0.13
H 5.588 1.003 -0.792 0.56
```

For the HOMO-LUMO gap, the calculation gives 10.004 eV. The calculation puts the total energy at -2634.0058 hartree. Its SMILES is C[C@H]1COC(=O)O1.C[C@H]1COC(=O)O1.C[C@H]1COC(=O)O1.C[C@H]1COC(=O)O1.C[C@H]1COC(=O)O1.C[C@H]1COC(=O)O1.COC(=O)OC. The LUMO energy comes out at -0.054 eV.


No. 2
Molecular formula: C27H43N2O17P
Method: DFT, ωB97M-V/def2-TZVPD

The geometry in XYZ format:
```
90
Properties=species:S:1:pos:R:3:mulliken_charge:R:1
C -3.269 -6.548 -3.033 -0.63
C -3.014 -6.338 -4.551 -0.37
O -2.597 -4.983 -4.744 -0.36
C -1.330 -4.529 -4.439 0.78
O -0.387 -5.265 -4.186 -0.59
O -1.275 -3.182 -4.272 -0.36
C -0.042 -2.403 -4.071 -0.27
H -2.274 -6.590 -2.590 -0.08
H -3.751 -7.525 -3.011 0.40
H -3.957 -5.767 -2.710 0.32
H -4.035 -6.309 -4.932 0.27
H -2.418 -7.046 -5.127 0.34
H 0.214 -2.614 -3.033 -0.10
H 0.014 -1.315 -4.101 0.31
H 0.812 -2.787 -4.627 0.35
C -0.051 -6.654 -0.199 -1.17
C -1.265 -5.810 0.391 -0.33
O -1.055 -4.396 0.144 -0.15
C -2.018 -3.542 0.493 0.60
O -3.175 -3.803 0.669 -0.55
O -1.538 -2.273 0.606 -0.29
C -2.425 -1.169 0.850 -0.81
H -0.276 -7.673 0.115 0.42
H 0.899 -6.346 0.236 0.35
H -0.084 -6.690 -1.288 0.23
H -1.442 -6.076 1.433 0.38
H -2.175 -6.224 -0.045 0.32
H -2.082 -0.721 1.783 0.26
H -3.431 -1.494 1.113 0.49
H -2.493 -0.299 0.196 0.30
C 2.202 -3.089 -1.084 -0.23
C 2.949 -2.771 0.160 -0.39
O 3.472 -1.458 0.337 -0.29
C 4.804 -1.211 0.222 0.62
O 5.699 -2.026 -0.033 -0.57
O 4.950 0.148 0.223 -0.20
C 6.166 0.796 -0.027 -0.46
H 1.719 -2.166 -1.405 -0.33
H 1.488 -3.884 -0.870 0.29
H 2.932 -3.265 -1.874 0.33
H 3.710 -3.520 0.377 0.38
H 2.254 -2.665 0.993 0.24
H 6.896 0.239 0.561 0.39
H 6.064 1.824 0.320 -0.05
H 6.575 0.674 -1.030 0.33
C 0.886 2.795 0.725 -0.51
C 0.311 1.641 0.212 -0.21
C 0.875 1.088 -0.935 0.24
C 2.033 1.652 -1.546 -0.08
C 2.628 2.772 -1.027 -0.21
C 2.094 3.402 0.164 -0.41
N 2.753 0.872 -2.602 1.05
O 2.359 -0.204 -2.955 -0.52
O 3.488 1.527 -3.288 -0.56
H 0.427 3.319 1.551 0.46
H -0.590 1.161 0.564 0.11
H 0.449 0.140 -1.227 0.44
H 3.522 3.170 -1.485 0.57
H 2.549 4.257 0.642 0.56
C 3.561 7.990 2.260 -0.42
C 4.514 7.855 1.235 -0.51
C 5.173 6.608 1.028 -0.24
C 4.869 5.525 1.814 -0.14
C 3.714 5.589 2.675 -0.30
C 3.126 6.814 2.956 -0.49
N 5.625 4.195 1.734 0.96
O 6.542 4.044 0.893 -0.57
O 5.381 3.364 2.628 -0.53
H 3.029 8.918 2.410 0.38
H 4.726 8.690 0.584 0.42
H 5.867 6.539 0.204 0.45
H 3.511 4.709 3.267 0.56
H 2.305 6.874 3.655 0.41
C -6.772 1.254 3.763 -0.85
O -6.568 2.289 2.987 -0.33
P -6.007 2.082 1.487 0.90
O -6.805 1.268 0.519 -0.68
O -4.567 1.348 1.680 -0.01
C -3.546 2.079 2.390 -0.62
O -5.672 3.665 1.069 -0.36
C -6.576 4.696 1.477 -0.64
H -6.383 1.313 4.779 0.29
H -6.631 0.231 3.412 0.34
H -7.847 1.120 3.882 0.37
H -2.523 1.793 2.145 0.10
H -3.760 2.224 3.449 0.32
H -3.516 3.108 2.030 0.35
H -6.970 5.333 0.685 0.27
H -6.101 5.366 2.194 0.27
H -7.444 4.266 1.975 0.30
```

Its charge is +1. For the HOMO-LUMO gap (alpha / beta), the calculation gives 6.633 / 3.036 eV. Its spin multiplicity is 2. The calculation puts the total energy at -2783.9883 hartree. The LUMO energy (alpha / beta) comes out at -5.422 / -9.019 eV.


No. 3
Molecular formula: C27H44BFeN6O5S3
Method: DFT, ωB97M-V/def2-TZVPD

The geometry in XYZ format:
```
87
Properties=species:S:1:pos:R:3:mulliken_charge:R:1
Fe -1.302 -1.301 1.174 1.25
C -1.693 5.191 -3.140 -1.58
C -2.346 3.989 -2.456 1.20
C -3.366 3.320 -3.381 -1.53
C -3.074 4.479 -1.211 -2.14
N -1.269 2.982 -2.175 0.65
C -0.536 2.470 -3.236 -0.50
C 0.271 1.520 -2.747 -1.08
N 0.044 1.418 -1.390 1.23
B 0.690 0.285 -0.519 -0.76
N 2.151 0.674 -0.105 0.52
C 3.355 0.345 -0.720 -0.82
C 4.361 0.683 0.097 -0.83
N 3.802 1.250 1.230 0.41
C 2.455 1.300 1.071 0.37
S 1.377 2.204 2.049 -0.19
C 4.594 1.741 2.406 1.12
C 3.950 1.279 3.716 -1.67
C 5.995 1.140 2.328 -2.09
C 4.681 3.266 2.334 -1.48
N 0.607 -1.004 -1.401 0.82
C 1.590 -1.869 -1.861 -0.94
C 0.989 -2.881 -2.506 -0.74
N -0.378 -2.672 -2.437 0.63
C -0.600 -1.549 -1.706 -0.30
S -2.110 -0.899 -1.195 -0.46
C -1.401 -3.570 -3.083 1.24
C -0.672 -4.702 -3.800 -2.19
C -2.184 -2.756 -4.113 -1.64
C -2.323 -4.192 -2.038 -1.41
C -0.899 2.323 -1.040 0.42
S -1.430 2.592 0.567 -0.37
H -2.453 5.949 -3.333 0.46
H -1.232 4.927 -4.092 0.38
H -0.929 5.624 -2.492 0.37
H -4.171 4.023 -3.601 0.46
H -3.793 2.440 -2.895 0.35
H -2.920 3.006 -4.326 0.37
H -3.822 5.201 -1.541 0.53
H -2.401 4.971 -0.511 0.45
H -3.584 3.669 -0.693 0.43
H -0.664 2.816 -4.245 0.55
H 0.984 0.890 -3.254 0.55
H 0.059 0.121 0.477 -0.24
H 3.405 -0.061 -1.714 0.83
H 5.420 0.561 -0.034 0.50
H 3.726 0.210 3.691 0.40
H 3.021 1.802 3.930 0.41
H 4.642 1.473 4.536 0.51
H 5.959 0.048 2.288 0.48
H 6.538 1.429 3.227 0.47
H 6.559 1.513 1.471 0.45
H 3.685 3.709 2.371 0.29
H 5.172 3.579 1.409 0.36
H 5.260 3.641 3.181 0.45
H 2.639 -1.733 -1.691 0.73
H 1.434 -3.725 -2.997 0.50
H -0.001 -4.331 -4.579 0.47
H -1.421 -5.334 -4.275 0.47
H -0.112 -5.320 -3.096 0.46
H -1.514 -2.351 -4.877 0.37
H -2.717 -1.933 -3.639 0.33
H -2.914 -3.406 -4.598 0.47
H -1.733 -4.729 -1.297 0.22
H -2.991 -4.896 -2.540 0.51
H -2.923 -3.441 -1.531 0.31
C -1.805 1.058 4.749 -1.75
C -1.623 -0.228 3.968 1.92
C -2.144 -1.445 4.707 -1.63
O -2.369 -0.148 2.721 -0.73
C -0.125 -0.456 3.664 0.40
O 0.676 -0.328 4.580 -0.71
O 0.136 -0.788 2.449 -0.54
H -2.859 1.213 4.994 0.42
H -1.443 1.914 4.168 0.41
H -1.222 1.005 5.664 0.37
H -3.190 -1.300 4.992 0.42
H -1.542 -1.610 5.598 0.35
H -2.076 -2.326 4.064 0.22
H -2.334 0.764 2.406 0.17
C -1.671 -5.439 2.033 -1.28
C -0.955 -4.381 1.221 0.50
O 0.008 -4.662 0.520 -0.66
O -1.461 -3.191 1.342 -0.62
H -1.490 -5.257 3.095 0.34
H -1.305 -6.426 1.764 0.36
H -2.745 -5.367 1.859 0.29
```

For the HOMO-LUMO gap (alpha / beta), the calculation gives 8.276 / 5.616 eV. Its spin multiplicity is 6. The calculation puts the total energy at -4243.3057 hartree. The LUMO energy (alpha / beta) comes out at 0.409 / -2.280 eV.